[1]
Below is a gas-phase ion, C11H12NO (charge +1) in a non-equilibrium geometry, with properties calculated with ωB97M-V with the def2-TZVPD basis set.

Each line ends with the natural charge from an NBO analysis.
CARTESIAN COORDINATES (ANGSTROEM)
O 2.148 1.192 2.875  -0.63
C 1.882 0.183 2.023  0.46
C 2.582 -0.823 1.508  -0.33
C 1.942 -1.846 0.601  -0.17
C 0.674 -1.795 0.143  -0.22
C -0.250 -0.809 0.792  -0.08
C -0.973 -0.026 -0.355  -0.06
C -2.360 -0.257 -0.635  -0.20
C -2.968 0.464 -1.613  -0.18
C -2.286 1.236 -2.548  -0.18
C -0.969 1.442 -2.328  -0.17
C -0.342 0.863 -1.191  -0.23
N 0.550 0.361 1.336  -0.55
H 3.048 1.110 3.076  0.51
H 3.606 -0.794 1.890  0.25
H 2.753 -2.592 0.275  0.26
H 0.361 -2.552 -0.538  0.26
H -1.054 -1.070 1.487  0.26
H -2.831 -1.021 -0.034  0.22
H -4.084 0.365 -1.844  0.24
H -2.786 1.637 -3.377  0.24
H -0.326 1.907 -2.917  0.22
H 0.808 0.942 -1.125  0.19
H 0.924 0.927 0.574  0.46
H -0.051 0.954 1.925  0.46

Strongest force on any atom = 4.40 eV Å⁻¹
ΔE to the lowest compared entry with this formula, charge and spin = 3.226 eV
LUMO = -3.4 eV
Energy = -15130.04881 eV
Net charge = +1

***

[2]
Below is 2 unconnected molecules or ions with the total composition C11H12NO2 in a non-equilibrium geometry, with properties calculated with ωB97M-V with the def2-TZVPD basis set.

Each line ends with the natural charge from an NBO analysis.
CARTESIAN COORDINATES (ANGSTROEM)
C -2.849 -0.372 1.891  -0.63
C -1.038 -0.867 0.018  0.01
C 0.257 0.981 0.316  0.14
C -1.718 -0.090 0.984  -0.13
C -0.826 1.100 1.156  -0.11
C 1.341 1.875 0.367  -0.24
C 1.202 2.985 1.141  -0.24
C -0.809 2.118 2.117  -0.20
C 0.153 3.134 2.111  -0.28
N 0.130 -0.211 -0.351  -0.51
H 0.813 -0.611 -0.951  0.46
H -1.277 -1.778 -0.529  0.25
H 2.119 1.817 -0.393  0.21
H -3.443 0.536 1.857  0.21
H -2.563 -0.736 2.881  0.20
H 1.974 3.802 1.198  0.19
H -1.656 2.122 2.804  0.19
H 0.062 4.006 2.808  0.20
H -3.500 -1.164 1.496  0.21
C 1.930 -2.967 -3.515  -0.73
C 1.239 -2.312 -2.352  0.75
O -0.019 -2.211 -2.366  -0.78
O 1.934 -1.866 -1.365  -0.81
H 2.824 -3.587 -3.272  0.21
H 2.528 -2.222 -4.024  0.22
H 1.193 -3.483 -4.027  0.21

Strongest force on any atom = 3.37 eV Å⁻¹
ΔE to the lowest compared entry with this formula, charge and spin = 0.983 eV
LUMO = 3.5 eV
Energy = -17188.38848 eV
Net charge = -1

***

[3]
Below is a single C11H12OS molecule in a non-equilibrium geometry, with properties calculated with ωB97M-V with the def2-TZVPD basis set.

Each line ends with the natural charge from an NBO analysis.
CARTESIAN COORDINATES (ANGSTROEM)
C -0.158 3.072 -0.252  -0.70
S 0.445 2.103 -1.695  0.13
C 1.566 0.657 -1.125  -0.53
C 1.063 0.039 0.173  -0.03
C 1.823 0.291 1.320  -0.20
C 1.357 -0.129 2.541  -0.20
C 0.248 -0.917 2.639  -0.22
C -0.649 -1.050 1.642  -0.17
C -0.140 -0.700 0.274  -0.07
C -0.861 -0.824 -0.966  -0.12
C -1.713 -1.907 -1.192  -0.31
C -2.346 -2.175 -2.491  0.37
O -1.888 -1.615 -3.475  -0.52
H 0.694 3.295 0.344  0.22
H -0.609 3.917 -0.678  0.23
H -0.895 2.499 0.295  0.22
H 1.876 -0.111 -1.821  0.25
H 2.537 1.152 -0.954  0.23
H 2.798 0.858 1.393  0.22
H 1.819 0.325 3.470  0.22
H -0.030 -1.389 3.574  0.21
H -1.541 -1.622 1.786  0.22
H -0.634 -0.139 -1.793  0.25
H -1.852 -2.604 -0.363  0.20
H -2.911 -3.026 -2.645  0.13

Strongest force on any atom = 4.92 eV Å⁻¹
ΔE to the lowest compared entry with this formula, charge and spin = 0.000 eV
LUMO = -0.5 eV
Energy = -24481.81488 eV
Net charge = 0

***

[4]
Below is a molecular structure, C11H13BiCl2N6O3S2 in a non-equilibrium geometry, with properties calculated with ωB97M-V with the def2-TZVPD basis set.

Each line ends with the natural charge from an NBO analysis.
CARTESIAN COORDINATES (ANGSTROEM)
Bi 0.430 2.752 -1.838  1.74
N 0.223 4.066 -0.042  -1.24
N 2.398 2.461 -1.286  -1.00
C 3.140 2.383 -2.380  0.31
N 4.478 2.273 -1.992  -0.79
S 2.482 2.353 -3.986  -0.20
H 0.703 4.933 -0.266  0.38
H -0.755 4.319 0.070  0.38
H 2.759 2.152 -0.379  0.42
H 4.777 2.755 -1.098  0.41
H 5.164 2.293 -2.730  0.42
O 0.755 -2.644 3.155  -0.51
S 1.261 -3.484 4.563  1.79
O 0.249 -3.386 5.526  -0.76
O 0.965 -5.065 3.717  -0.57
C 0.122 -4.809 2.716  0.69
N -0.490 -5.717 2.009  -0.38
C -1.134 -5.350 0.883  0.16
C -1.112 -4.032 0.443  -0.26
C -0.435 -3.009 1.170  0.28
N 0.041 -3.466 2.334  -0.04
C -0.181 -1.686 0.668  -0.07
C -0.487 -0.554 1.408  -0.18
C -0.408 0.674 0.803  0.07
N 0.002 0.763 -0.481  -0.49
C 0.419 -0.276 -1.190  0.05
C 0.350 -1.523 -0.615  -0.18
H -1.587 -6.142 0.365  0.25
H -1.555 -3.697 -0.513  0.27
H -0.740 -0.649 2.485  0.26
H -0.678 1.624 1.328  0.26
H 0.830 -0.112 -2.194  0.25
H 0.673 -2.405 -1.182  0.26
Cl -4.587 5.215 -0.773  0.00
C -4.658 4.426 -2.347  -0.41
Cl -3.091 3.875 -2.938  -0.06
H -4.987 5.166 -3.085  0.24
H -5.335 3.524 -2.325  0.24

Strongest force on any atom = 3.76 eV Å⁻¹
ΔE to the lowest compared entry with this formula, charge and spin = 0.000 eV
LUMO = -7.8 eV
Energy = -79237.71776 eV
Net charge = +2

***

[5]
Below is 2 unconnected molecules or ions with the total composition C11H13BrN2 in a non-equilibrium geometry, with properties calculated with ωB97M-V with the def2-TZVPD basis set.

Each line ends with the natural charge from an NBO analysis.
CARTESIAN COORDINATES (ANGSTROEM)
C 1.218 -0.211 2.160  -0.65
C 1.109 0.725 1.063  0.15
C 1.841 1.825 0.800  -0.32
C 1.392 2.275 -0.485  -0.32
C 0.374 1.475 -0.853  0.19
C -0.675 1.709 -2.006  -0.66
N 0.191 0.513 0.050  -0.39
C -0.786 -0.517 0.021  0.38
C -0.475 -1.878 -0.050  -0.26
C -1.491 -2.697 -0.478  -0.15
C -2.799 -2.211 -0.485  -0.27
C -3.023 -0.920 -0.069  0.05
N -2.044 -0.076 0.187  -0.42
H 0.340 -0.392 2.745  0.22
H 1.656 -1.108 1.885  0.22
H 1.904 0.187 2.825  0.23
H 2.617 2.284 1.418  0.23
H 1.742 3.156 -0.911  0.22
H -0.366 2.708 -2.442  0.23
H -0.746 1.025 -2.947  0.21
H -1.640 1.615 -1.552  0.23
H 0.605 -2.139 -0.206  0.24
H -1.421 -3.820 -0.710  0.23
H -3.480 -2.870 -0.879  0.22
H -4.060 -0.569 0.114  0.20
Br 4.428 -0.534 0.284  -0.20
H 3.589 0.444 0.522  0.19

Strongest force on any atom = 4.79 eV Å⁻¹
ΔE to the lowest compared entry with this formula, charge and spin = 0.000 eV
LUMO = 0.6 eV
Energy = -84639.16341 eV
Net charge = 0

***

[6]
Below is a molecular structure, C11H13ClIr in a non-equilibrium geometry, with properties calculated with ωB97M-V with the def2-TZVPD basis set.

Each line ends with the natural charge from an NBO analysis.
CARTESIAN COORDINATES (ANGSTROEM)
C 1.888 -2.558 1.003  -0.34
C 1.246 -2.180 -0.232  -0.35
C -0.050 -1.601 0.097  -0.31
H 1.643 -2.323 -1.238  0.26
C -0.172 -1.615 1.543  -0.35
C 1.020 -2.208 2.096  -0.35
H 1.206 -2.410 3.146  0.24
H 2.844 -3.080 1.087  0.24
H -0.785 -1.190 -0.604  0.30
H -1.018 -1.211 2.111  0.25
Ir 1.516 -0.420 0.936  1.09
Cl 2.940 0.827 -0.253  -0.43
C -1.002 2.381 -1.435  -0.34
C -2.219 1.914 -0.829  -0.37
C -2.642 0.769 -1.582  -0.37
H -2.634 2.240 0.108  0.18
C -1.759 0.613 -2.705  -0.36
C -0.774 1.641 -2.638  -0.36
H 0.044 1.766 -3.340  0.19
H -0.277 3.063 -0.980  0.18
H -3.565 0.215 -1.438  0.18
H -1.822 -0.196 -3.443  0.18
C 1.108 1.171 1.997  -1.03
H 1.273 2.079 1.397  0.25
H 1.895 1.094 2.761  0.21
H 0.098 1.219 2.433  0.21

Spin multiplicity = 5
Strongest force on any atom = 6.01 eV Å⁻¹
LUMO (alpha / beta) = 2.6 / 0.5 eV
Energy = -26972.48014 eV
Net charge = -1